Molecular formula: C69H155N9O13
Method: DFT, ωB97M-V/def2-TZVPD

Last columns: bonded neighbours and bond lengths (Å).
CARTESIAN COORDINATES (ANGSTROEM)
1 O 3.23748 1.29494 6.90289  C43 1.435, C59 1.424
2 O 2.73738 -5.29415 -4.70480  N22 1.405, H231 0.960
3 O 5.24694 6.13924 -0.36832  N15 1.416, H138 0.960
4 O -6.55692 -0.11226 2.32735  N19 1.414, H125 0.960
5 O -3.81367 -0.68978 -4.98276  C52 1.420, C64 1.409
6 O -0.79074 2.14427 4.32413  C73 1.444, C88 1.449
7 O -0.63878 2.63676 -2.04417  C60 1.457, C61 1.383
8 O -2.13631 9.73901 -7.62790  C27 1.397, C65 1.426
9 O -1.81280 -0.96620 1.09637  C31 1.386, C67 1.381
10 O -4.05110 -4.23493 -1.49577  C29 1.421, C54 1.421
11 O -2.62160 6.29187 -4.27986  C34 1.423, C48 1.434
12 O 1.94887 -8.17172 4.02178  N18 1.374, H98 0.960
13 O 7.43727 -3.26595 0.80099  N20 1.399, H126 0.960
14 N 0.19145 0.53367 -0.27742  C71 1.446, C75 1.470, H131 1.010
15 N 4.16211 6.46015 0.48249  O3 1.416, C68 1.477, C87 1.494
16 N -5.18682 -1.52388 -2.54263  C42 1.449, C66 1.472, H215 1.010
17 N -4.29593 7.64959 -6.23393  C30 1.463, C47 1.480, H178 1.010
18 N 1.95336 -7.05764 3.21734  O12 1.374, C35 1.516, C79 1.516
19 N -7.15874 -0.71302 3.45677  O4 1.414, C40 1.497, C69 1.496
20 N 6.71306 -2.08313 0.61435  O13 1.399, C28 1.484, C58 1.474
21 N 2.24199 2.29607 4.38187  C33 1.457, C55 1.477, H190 1.010
22 N 1.60812 -4.46144 -4.77822  O2 1.405, C38 1.474, C45 1.475
23 C -5.38528 0.08478 4.99713  C69 1.541, H96 1.090, H156 1.090, H186 1.090
24 C 8.16925 -0.93948 2.30959  C28 1.552, H151 1.090, H209 1.090, H233 1.090
25 C 1.46391 -6.11559 0.92860  C79 1.582, C82 1.492, H165 1.090, H224 1.090
26 C 6.11873 -2.70939 -1.65056  C58 1.568, H133 1.090, H135 1.090, H219 1.090
27 C -3.22178 9.89579 -6.76203  O8 1.397, C47 1.578, H94 1.090, H140 1.090
28 C 6.72225 -1.27279 1.85705  N20 1.484, C24 1.552, C39 1.553, C72 1.577
29 C -3.01192 -5.10454 -1.06738  O10 1.421, H101 1.090, H170 1.090, H176 1.090
30 C -3.24204 6.73832 -6.68026  N17 1.463, C34 1.533, H122 1.090, H234 1.090
31 C -0.48239 -1.11863 1.45267  O9 1.386, C75 1.535, H159 1.090, H172 1.090
32 C 4.63139 -0.05147 0.73552  C51 1.520, C72 1.593, H121 1.090, H204 1.090
33 C 1.44335 1.81028 3.26439  N21 1.457, C88 1.554, H193 1.090, H201 1.090
34 C -2.81826 5.75606 -5.58286  O11 1.423, C30 1.533, H134 1.090, H235 1.090
35 C 1.94641 -5.69044 3.87276  N18 1.516, C57 1.528, C63 1.540, C91 1.574
36 C 5.22347 5.29850 2.39845  C87 1.573, H166 1.090, H222 1.090, H226 1.090
37 C 2.87169 6.04232 2.49276  C87 1.541, C90 1.547, H152 1.090, H199 1.090
38 C 1.46742 -3.59218 -3.59658  N22 1.474, C41 1.598, C76 1.515, C89 1.584
39 C 5.99966 -2.03729 2.99949  C28 1.553, H114 1.090, H116 1.090, H191 1.090
40 C -8.42968 -1.44943 3.16571  N19 1.497, C46 1.550, C70 1.496, C78 1.552
41 C 1.57869 -4.46551 -2.26244  C38 1.598, H163 1.090, H180 1.090, H208 1.090
42 C -4.19290 -0.47154 -2.61718  N16 1.449, C52 1.575, H148 1.090, H185 1.090
43 C 4.09638 1.81453 5.87719  O1 1.435, C55 1.578, H162 1.090, H183 1.090
44 C 2.23350 -2.92806 -6.59947  C45 1.480, H112 1.090, H146 1.090, H206 1.090
45 C 1.23197 -3.88876 -6.08425  N22 1.475, C44 1.480, C74 1.524, C85 1.551
46 C -8.32102 -2.75663 2.33987  C40 1.550, H143 1.090, H173 1.090, H236 1.090
47 C -4.42270 8.90238 -7.01162  N17 1.480, C27 1.578, H105 1.090, H168 1.090
48 C -2.41692 5.29265 -3.27229  O11 1.434, H132 1.090, H230 1.090, H240 1.090
49 C 2.28813 6.02810 -1.19238  C68 1.543, H108 1.090, H158 1.090, H244 1.090
50 C 3.41572 8.22530 -1.17456  C68 1.540, H161 1.090, H187 1.090, H195 1.090
51 C 4.81538 -0.86884 -0.53258  C32 1.520, C58 1.538, H205 1.090, H237 1.090
52 C -4.43023 0.16972 -4.03574  O5 1.420, C42 1.575, H181 1.090, H189 1.090
53 C -0.24300 -7.57442 1.93785  C79 1.536, H149 1.090, H202 1.090, H232 1.090
54 C -4.05974 -2.99927 -0.79342  O10 1.421, C66 1.548, H118 1.090, H154 1.090
55 C 3.59754 1.71028 4.38377  N21 1.477, C43 1.578, H103 1.090, H142 1.090
56 C -8.16829 -2.55219 5.51877  C70 1.576, C83 1.525, H136 1.090, H145 1.090
57 C 2.18649 -4.66396 2.76650  C35 1.528, C82 1.587, H97 1.090, H115 1.090
58 C 5.54908 -2.19723 -0.28255  N20 1.474, C26 1.568, C51 1.538, C86 1.590
59 C 3.67779 1.64066 8.21225  O1 1.424, H93 1.090, H155 1.090, H227 1.090
60 C 0.75894 2.38612 -1.71686  O7 1.457, C71 1.559, H157 1.090, H223 1.090
61 C -0.94213 2.25378 -3.33781  O7 1.383, H129 1.090, H192 1.090, H207 1.090
62 C 1.87939 -8.58158 1.19332  C79 1.536, H111 1.090, H137 1.090, H171 1.090
63 C 0.70354 -5.40791 4.73622  C35 1.540, H110 1.090, H113 1.090, H177 1.090
64 C -4.33303 -0.61438 -6.29062  O5 1.409, H203 1.090, H239 1.090, H242 1.090
65 C -1.55973 11.00245 -7.95058  O8 1.426, H117 1.090, H175 1.090, H213 1.090
66 C -5.30138 -2.18621 -1.23268  N16 1.472, C54 1.548, H120 1.090, H212 1.090
67 C -2.71300 -1.06572 2.13848  O9 1.381, H102 1.090, H164 1.090, H218 1.090
68 C 3.03480 7.02782 -0.28503  N15 1.477, C49 1.543, C50 1.540, C84 1.519
69 C -6.16494 -1.14356 4.48902  N19 1.496, C23 1.541, C81 1.537, C83 1.652
70 C -9.09010 -1.86227 4.44249  C40 1.496, C56 1.576, H100 1.090, H228 1.090
71 C 1.02093 0.87997 -1.40983  N14 1.446, C60 1.559, H182 1.090, H246 1.090
72 C 6.03617 0.09383 1.47186  C28 1.577, C32 1.593, H160 1.090, H198 1.090
73 C -1.94493 2.99348 4.50443  O6 1.444, H124 1.090, H188 1.090, H211 1.090
74 C -0.14814 -3.24623 -6.00793  C45 1.524, C80 1.563, H109 1.090, H141 1.090
75 C 0.52418 -0.75131 0.35400  N14 1.470, C31 1.535, H150 1.090, H167 1.090
76 C 2.50078 -2.48494 -3.61432  C38 1.515, H95 1.090, H107 1.090, H153 1.090
77 C 3.65496 4.02119 0.90143  C87 1.567, H139 1.090, H196 1.090, H245 1.090
78 C -9.41331 -0.45610 2.49257  C40 1.552, H92 1.090, H104 1.090, H169 1.090
79 C 1.27691 -7.35473 1.89403  N18 1.516, C25 1.582, C53 1.536, C62 1.536
80 C -0.37930 -2.28510 -4.79689  C74 1.563, C89 1.495, H123 1.090, H194 1.090
81 C -5.40455 -2.39969 4.03626  C69 1.537, H238 1.090, H241 1.090, H243 1.090
82 C 1.25754 -4.74589 1.48195  C25 1.492, C57 1.587, H210 1.090, H220 1.090
83 C -6.97114 -1.66249 5.83487  C56 1.525, C69 1.652, H119 1.090, H229 1.090
84 C 2.00186 7.53671 0.70505  C68 1.519, C90 1.504, H99 1.090, H217 1.090
85 C 0.98714 -5.05484 -7.07678  C45 1.551, H128 1.090, H184 1.090, H197 1.090
86 C 4.46230 -3.20215 0.29726  C58 1.590, H127 1.090, H147 1.090, H221 1.090
87 C 3.91413 5.43050 1.53617  N15 1.494, C36 1.573, C37 1.541, C77 1.567
88 C 0.04557 2.48419 3.19062  O6 1.449, C33 1.554, H130 1.090, H216 1.090
89 C 0.03123 -2.92994 -3.51261  C38 1.584, C80 1.495, H144 1.090, H174 1.090
90 C 1.60088 6.57454 1.78920  C37 1.547, C84 1.504, H106 1.090, H179 1.090
91 C 3.23047 -5.63593 4.78192  C35 1.574, H200 1.090, H214 1.090, H225 1.090
92 H -10.30265 -0.95157 2.10310  C78 1.090
93 H 4.54402 1.08118 8.56544  C59 1.090
94 H -3.65436 10.88476 -6.91339  C27 1.090
95 H 2.74855 -2.05184 -2.64524  C76 1.090
96 H -4.83283 0.53757 4.17379  C23 1.090
97 H 3.19025 -4.85078 2.38485  C57 1.090
98 H 2.84089 -8.49216 3.86942  O12 0.960
99 H 1.04863 7.78905 0.24053  C84 1.090
100 H -9.82158 -2.62947 4.18863  C70 1.090
101 H -2.97607 -5.37227 -0.01138  C29 1.090
102 H -2.47512 -0.29931 2.87613  C67 1.090
103 H 4.27510 2.35974 3.82951  C55 1.090
104 H -9.80913 0.27661 3.19581  C78 1.090
105 H -5.34474 9.38192 -6.68302  C47 1.090
106 H 0.93886 7.15621 2.43066  C90 1.090
107 H 3.49796 -2.84754 -3.86385  C76 1.090
108 H 2.96457 5.39035 -1.76142  C49 1.090
109 H -0.43667 -2.75467 -6.93702  C74 1.090
110 H 0.76012 -4.48947 5.32048  C63 1.090
111 H 2.96651 -8.50893 1.16189  C62 1.090
112 H 2.52170 -3.03319 -7.64540  C44 1.090
113 H 0.42257 -6.21592 5.41169  C63 1.090
114 H 6.34620 -3.06193 3.13410  C39 1.090
115 H 2.19863 -3.69294 3.26155  C57 1.090
116 H 5.96441 -1.48254 3.93710  C39 1.090
117 H -1.08521 11.42087 -7.06297  C65 1.090
118 H -3.12067 -2.45566 -0.89700  C54 1.090
119 H -7.19513 -0.80524 6.46973  C83 1.090
120 H -6.23484 -2.74277 -1.14902  C66 1.090
121 H 3.88945 -0.55027 1.35907  C32 1.090
122 H -3.58949 6.26674 -7.59949  C30 1.090
123 H 0.17409 -1.35079 -4.89138  C80 1.090
124 H -2.57348 2.99780 3.61391  C73 1.090
125 H -6.60108 0.79975 2.62383  O4 0.960
126 H 8.31400 -2.95561 0.56300  O13 0.960
127 H 3.69963 -3.37274 -0.46257  C86 1.090
128 H 0.68323 -4.85148 -8.10361  C85 1.090
129 H -0.87053 1.16788 -3.39939  C61 1.090
130 H 0.17760 3.56617 3.19052  C88 1.090
131 H -0.80188 0.48149 -0.45259  N14 1.010
132 H -3.09099 4.44467 -3.39332  C48 1.090
133 H 6.48209 -3.72482 -1.49259  C26 1.090
134 H -3.56674 4.96468 -5.54279  C34 1.090
135 H 5.38674 -2.75635 -2.45683  C26 1.090
136 H -7.94221 -3.58208 5.24252  C56 1.090
137 H 1.57074 -9.43930 1.79094  C62 1.090
138 H 5.78374 6.93513 -0.36482  O3 0.960
139 H 3.83923 3.23097 1.62923  C77 1.090
140 H -2.87259 9.72368 -5.74392  C27 1.090
141 H -0.96835 -3.96391 -5.99082  C74 1.090
142 H 3.60010 0.68789 4.00586  C55 1.090
143 H -9.29054 -2.89494 1.86133  C46 1.090
144 H -0.67933 -3.69116 -3.19055  C89 1.090
145 H -8.71888 -2.65062 6.45432  C56 1.090
146 H 2.04721 -1.92669 -6.21133  C44 1.090
147 H 4.87792 -4.19873 0.44618  C86 1.090
148 H -4.37375 0.39565 -1.98206  C42 1.090
149 H -0.75301 -6.70684 2.35652  C53 1.090
150 H 1.52328 -0.61864 0.76909  C75 1.090
151 H 8.84364 -1.79253 2.38450  C24 1.090
152 H 2.64371 5.21956 3.17040  C37 1.090
153 H 2.17966 -1.65697 -4.24633  C76 1.090
154 H -4.29851 -3.18466 0.25383  C54 1.090
155 H 2.81122 1.45656 8.84727  C59 1.090
156 H -6.04823 0.91676 5.23463  C23 1.090
157 H 1.48213 2.64018 -2.49182  C60 1.090
158 H 1.66634 5.38551 -0.56904  C49 1.090
159 H -0.27485 -0.53598 2.35019  C31 1.090
160 H 6.71921 0.65502 0.83419  C72 1.090
161 H 4.16094 7.90676 -1.90345  C50 1.090
162 H 4.41415 2.82745 6.12440  C43 1.090
163 H 2.53111 -4.96250 -2.07808  C41 1.090
164 H -3.73462 -0.92947 1.78377  C67 1.090
165 H 2.34107 -6.05073 0.28479  C25 1.090
166 H 5.98426 4.82908 1.77479  C36 1.090
167 H 0.56908 -1.63809 -0.27823  C75 1.090
168 H -4.62202 8.75119 -8.07252  C47 1.090
169 H -8.84962 -0.02954 1.66287  C78 1.090
170 H -3.17622 -5.99396 -1.67569  C29 1.090
171 H 1.48642 -8.74924 0.19054  C62 1.090
172 H -0.33872 -2.17904 1.66002  C31 1.090
173 H -7.56683 -2.62209 1.56450  C46 1.090
174 H 0.01117 -2.12571 -2.77714  C89 1.090
175 H -2.29605 11.74176 -8.26579  C65 1.090
176 H -2.03469 -4.62548 -1.12745  C29 1.090
177 H -0.12838 -5.39406 4.03208  C63 1.090
178 H -4.01256 7.86490 -5.28871  N17 1.010
179 H 0.92966 5.78624 1.44840  C90 1.090
180 H 1.47785 -3.79121 -1.41200  C41 1.090
181 H -3.79470 1.05268 -4.10346  C52 1.090
182 H 0.72619 0.28026 -2.27097  C71 1.090
183 H 5.07762 1.34316 5.82180  C43 1.090
184 H 1.94401 -5.54355 -7.26026  C85 1.090
185 H -3.15304 -0.78585 -2.52772  C42 1.090
186 H -4.70478 -0.10801 5.82650  C23 1.090
187 H 4.04340 8.95097 -0.65733  C50 1.090
188 H -1.73992 3.92506 5.03190  C73 1.090
189 H -5.49196 0.34749 -4.20671  C52 1.090
190 H 1.72732 2.12168 5.23322  N21 1.010
191 H 4.93755 -2.24958 2.87717  C39 1.090
192 H -1.88649 2.66002 -3.70009  C61 1.090
193 H 2.01514 1.79014 2.33662  C33 1.090
194 H -1.36276 -1.83568 -4.65937  C80 1.090
195 H 2.59223 8.74661 -1.66262  C50 1.090
196 H 4.36191 3.85601 0.08839  C77 1.090
197 H 0.24568 -5.78608 -6.75484  C85 1.090
198 H 5.78509 0.64594 2.37753  C72 1.090
199 H 3.28598 6.83798 3.11194  C37 1.090
200 H 3.45681 -6.47381 5.44133  C91 1.090
201 H 1.34813 0.75091 3.50268  C33 1.090
202 H -0.69412 -7.67050 0.95025  C53 1.090
203 H -5.13896 -1.32703 -6.46584  C64 1.090
204 H 4.24873 0.93708 0.48165  C32 1.090
205 H 5.49134 -0.25964 -1.13264  C51 1.090
206 H 3.19818 -3.12959 -6.13376  C44 1.090
207 H -0.16825 2.74603 -3.92679  C61 1.090
208 H 0.77926 -5.20004 -2.16500  C41 1.090
209 H 8.61466 -0.20039 1.64367  C24 1.090
210 H 1.39614 -3.96911 0.72995  C82 1.090
211 H -2.51375 2.46018 5.26609  C73 1.090
212 H -5.53088 -1.33728 -0.58869  C66 1.090
213 H -0.74457 10.86525 -8.66107  C65 1.090
214 H 3.15418 -4.81827 5.49865  C91 1.090
215 H -4.85600 -2.27954 -3.12542  N16 1.010
216 H -0.43547 2.17947 2.26119  C88 1.090
217 H 2.29412 8.42252 1.26898  C84 1.090
218 H -2.67051 -2.01088 2.67976  C67 1.090
219 H 6.97445 -2.13834 -2.01079  C26 1.090
220 H 0.20306 -4.65294 1.74182  C82 1.090
221 H 4.03073 -2.88667 1.24717  C86 1.090
222 H 4.98998 4.69903 3.27835  C36 1.090
223 H 1.09243 2.93613 -0.83688  C60 1.090
224 H 0.61027 -6.16230 0.25243  C25 1.090
225 H 4.13598 -5.42783 4.21195  C91 1.090
226 H 5.53138 6.28888 2.73375  C36 1.090
227 H 3.74722 2.72523 8.29578  C59 1.090
228 H -9.66938 -1.06481 4.90787  C70 1.090
229 H -6.32342 -2.31742 6.41764  C83 1.090
230 H -2.66284 5.75035 -2.31410  C48 1.090
231 H 2.33240 -6.16389 -4.67086  O2 0.960
232 H -0.50888 -8.44857 2.53222  C53 1.090
233 H 8.14751 -0.46667 3.29146  C24 1.090
234 H -2.35635 7.31837 -6.93947  C30 1.090
235 H -1.84292 5.29956 -5.75145  C34 1.090
236 H -8.09554 -3.56638 3.03381  C46 1.090
237 H 3.91049 -0.95668 -1.13387  C51 1.090
238 H -5.20818 -2.37949 2.96429  C81 1.090
239 H -4.68049 0.39037 -6.53115  C64 1.090
240 H -1.35583 5.04410 -3.25238  C48 1.090
241 H -6.01071 -3.27710 4.26174  C81 1.090
242 H -3.55476 -0.77088 -7.03755  C64 1.090
243 H -4.55415 -2.59920 4.68827  C81 1.090
244 H 1.58833 6.50873 -1.87603  C49 1.090
245 H 2.61445 3.89509 0.60220  C77 1.090
246 H 2.05774 0.61472 -1.20301  C71 1.090

Properties
HOMO-LUMO gap (eV): 8.603
HOMO level (eV): -8.08
Relative energy (zero: lowest compared OMol25 entry of this formula, charge and spin) (kcal/mol): 118.1
E (eV): -114079.1552

Here are the Mulliken charges for atoms 1 to 2, given in e: atom 1 (O): -0.30, atom 2 (O): -0.48